Density functional theory data (ωB97M-V with the def2-TZVPD basis set) for a cluster of 17 separate species, C55H85Br32N3O4S in total.

```
180
Properties=species:S:1:pos:R:3:forces:R:3
C -0.271 -3.547 0.688 0.222 0.112 -0.138
C 1.206 -3.327 0.369 -1.023 0.164 0.555
O 1.447 -3.865 -0.915 0.636 -0.157 0.103
C 2.374 -3.095 -1.679 -0.772 0.034 0.109
C 1.611 -1.909 -2.214 0.196 0.535 -0.431
C 1.961 -0.604 -1.862 -0.296 -0.306 -0.248
C 1.212 0.502 -2.271 -0.239 -0.111 -0.200
C 1.615 1.873 -1.852 0.101 -0.239 0.128
C 2.864 2.377 -2.219 -0.276 0.387 0.308
C 3.192 3.675 -1.839 -0.152 -0.238 0.052
C 2.267 4.415 -1.115 0.159 -0.433 -0.078
C 1.065 3.802 -0.780 0.165 0.102 0.208
N 0.729 2.560 -1.118 0.372 0.199 -0.114
C 0.078 0.335 -3.083 0.041 -0.502 -0.060
C -0.766 1.488 -3.566 -0.119 -0.401 0.143
C -0.262 -0.986 -3.445 0.513 0.333 0.324
C 0.482 -2.092 -3.018 0.217 0.451 0.207
C -0.007 -3.451 -3.423 -0.348 0.596 0.218
O 0.720 -4.360 -3.709 0.591 -0.766 -0.167
C -1.480 -3.573 -3.478 -0.115 0.249 0.067
C -2.193 -2.519 -3.870 -0.300 -0.591 0.014
C -3.694 -2.435 -3.920 0.369 0.074 0.517
C -4.214 -2.700 -2.495 0.438 -0.054 -0.535
S -5.811 -1.949 -2.097 -0.308 -0.243 -0.016
C -5.464 -0.297 -2.504 0.114 0.043 -0.265
N -5.181 0.216 -3.658 -0.312 -0.488 0.103
N -4.945 1.548 -3.450 0.099 0.718 0.195
C -5.117 1.761 -2.191 0.118 -0.279 -0.394
O -5.444 0.635 -1.523 0.047 0.292 0.307
C -1.463 -1.285 -4.263 0.332 -0.240 0.325
O -1.852 -0.611 -5.177 -0.273 0.530 -0.497
H -0.877 -2.714 0.336 -0.131 0.007 -0.167
H -0.448 -3.667 1.755 0.003 -0.065 0.129
H -0.582 -4.454 0.179 -0.171 -0.143 0.068
H 1.397 -2.250 0.409 0.284 0.052 -0.138
H 1.798 -3.804 1.147 0.320 -0.172 -0.393
H 2.693 -3.740 -2.486 0.229 -0.063 -0.101
H 3.221 -2.780 -1.070 0.037 0.036 -0.099
H 2.823 -0.470 -1.222 0.047 0.139 0.070
H 3.549 1.773 -2.791 0.046 -0.112 -0.107
H 4.159 4.080 -2.106 0.050 0.124 -0.005
H 2.478 5.430 -0.812 -0.157 -0.403 -0.136
H 0.341 4.364 -0.202 -0.137 -0.105 0.121
H -0.539 1.699 -4.606 0.065 0.181 -0.129
H -1.811 1.197 -3.536 -0.199 0.036 -0.084
H -0.671 2.367 -2.948 0.223 0.174 0.013
H -1.916 -4.520 -3.194 -0.036 -0.187 -0.156
H -3.919 -1.417 -4.203 -0.298 -0.036 -0.366
H -4.125 -3.127 -4.635 -0.121 -0.031 -0.115
H -3.465 -2.377 -1.779 -0.051 0.132 0.230
H -4.329 -3.771 -2.361 -0.270 -0.093 0.266
H -4.998 2.697 -1.680 -0.093 -0.097 0.212
Br 3.188 7.524 -0.074 0.237 0.629 0.284
C 4.740 8.406 -0.842 -0.178 -0.021 -0.081
C 5.555 7.453 -1.680 0.171 0.013 0.090
Br 6.593 6.231 -0.578 -0.054 -0.017 -0.034
H 5.299 8.828 -0.012 0.047 -0.038 0.004
H 4.345 9.209 -1.461 0.006 -0.014 -0.026
H 6.282 7.996 -2.280 -0.014 0.022 -0.003
H 4.938 6.841 -2.330 -0.037 0.034 -0.015
Br -0.267 5.398 -2.992 0.008 0.214 -0.206
C -1.009 6.157 -4.624 -0.172 -0.077 0.164
C -1.109 5.116 -5.705 0.051 0.035 -0.177
Br 0.626 4.725 -6.497 -0.025 -0.046 0.072
H -0.378 6.995 -4.902 0.030 -0.016 -0.035
H -2.000 6.520 -4.358 -0.041 -0.038 -0.024
H -1.725 5.475 -6.527 -0.011 0.019 0.025
H -1.507 4.174 -5.341 -0.013 -0.001 0.041
Br -2.248 -5.654 3.804 0.041 0.013 -0.067
C -3.566 -4.424 3.071 0.059 -0.276 0.039
C -4.425 -5.080 2.023 -0.068 0.133 -0.096
Br -3.482 -5.304 0.338 -0.030 -0.093 0.018
H -3.013 -3.572 2.695 -0.041 0.041 -0.056
H -4.175 -4.111 3.916 -0.017 0.013 -0.006
H -5.284 -4.452 1.793 0.019 0.036 0.020
H -4.763 -6.068 2.318 0.019 -0.020 0.022
Br 1.737 -3.368 3.671 0.030 0.088 0.273
C 2.526 -4.203 5.236 0.117 0.015 -0.177
C 1.635 -5.279 5.793 -0.086 0.004 0.209
Br 0.129 -4.527 6.762 -0.024 -0.015 -0.018
H 2.726 -3.409 5.949 -0.049 -0.015 0.051
H 3.468 -4.627 4.891 -0.028 -0.046 -0.031
H 2.177 -5.885 6.516 0.034 0.011 -0.006
H 1.223 -5.920 5.019 0.027 0.016 -0.049
Br -3.273 -9.172 6.238 0.015 -0.009 -0.169
C -4.716 -8.069 5.550 0.003 -0.034 0.237
C -5.582 -8.797 4.557 0.040 0.088 -0.090
Br -4.700 -8.974 2.830 -0.027 -0.032 -0.028
H -4.244 -7.187 5.127 -0.021 -0.004 -0.040
H -5.305 -7.785 6.420 -0.035 -0.014 -0.011
H -6.488 -8.227 4.364 0.003 0.011 -0.003
H -5.845 -9.800 4.875 0.028 -0.004 0.056
Br -0.557 -7.998 9.651 0.035 0.002 0.036
C 0.212 -9.782 9.651 -0.037 0.160 -0.148
C -0.841 -10.844 9.479 0.011 -0.143 0.122
Br -1.856 -11.129 11.113 -0.030 0.037 -0.042
H 0.765 -9.888 10.579 -0.015 -0.051 0.021
H 0.904 -9.800 8.812 -0.018 -0.038 -0.023
H -0.380 -11.803 9.253 0.030 0.012 -0.011
H -1.559 -10.594 8.704 0.011 0.032 -0.020
Br 0.338 -9.641 3.351 0.010 -0.058 0.022
C -0.480 -11.190 2.503 0.023 0.194 -0.014
C -1.789 -11.553 3.150 -0.031 -0.119 0.051
Br -1.530 -12.443 4.858 0.017 0.001 0.061
H 0.247 -11.993 2.550 -0.012 -0.030 0.007
H -0.639 -10.901 1.467 -0.039 0.001 0.001
H -2.335 -12.263 2.534 0.027 -0.001 -0.028
H -2.412 -10.687 3.345 0.014 0.033 0.003
Br -4.639 6.453 -7.346 0.139 0.003 0.063
C -3.800 7.534 -8.732 -0.239 0.002 0.002
C -3.283 6.691 -9.867 0.211 -0.008 0.003
Br -1.655 5.759 -9.366 -0.015 -0.030 -0.035
H -3.015 8.101 -8.245 0.039 0.006 -0.034
H -4.574 8.214 -9.083 -0.013 -0.018 -0.018
H -3.019 7.321 -10.714 -0.009 0.031 0.014
H -3.992 5.934 -10.187 -0.060 0.026 0.020
Br 4.692 -3.871 0.977 0.100 -0.051 0.053
C 5.357 -5.697 0.929 -0.045 0.110 -0.138
C 4.236 -6.678 0.710 0.028 -0.123 0.119
Br 3.186 -6.949 2.326 -0.034 0.073 -0.032
H 5.893 -5.861 1.859 -0.010 -0.018 0.016
H 6.061 -5.729 0.100 -0.014 -0.042 -0.018
H 4.634 -7.659 0.459 0.035 0.007 0.006
H 3.543 -6.357 -0.062 -0.001 0.049 0.006
Br 9.177 -5.227 1.663 -0.063 0.024 -0.022
C 9.132 -3.282 1.716 0.153 -0.095 -0.026
C 8.864 -2.765 3.105 -0.178 0.088 0.038
Br 6.994 -2.976 3.584 0.105 -0.005 0.166
H 8.374 -2.969 1.006 -0.031 0.023 0.021
H 10.112 -2.960 1.371 0.011 0.007 0.025
H 9.061 -1.697 3.154 0.016 0.004 -0.038
H 9.448 -3.276 3.863 0.048 -0.027 -0.034
Br 1.725 6.897 4.327 0.003 0.022 -0.084
C 0.961 8.569 3.693 0.072 -0.115 0.194
C -0.393 8.358 3.069 0.026 0.088 -0.095
Br -0.236 7.572 1.299 0.005 -0.010 -0.026
H 1.676 8.997 2.998 -0.022 0.019 -0.036
H 0.880 9.204 4.572 -0.044 0.011 -0.007
H -0.899 9.309 2.922 0.035 0.020 -0.003
H -1.023 7.696 3.654 0.026 -0.018 0.038
Br -4.747 5.254 -2.031 -0.028 0.156 -0.051
C -4.222 5.787 -0.235 0.089 0.093 -0.124
C -2.777 5.455 0.031 -0.154 -0.127 0.257
Br -2.524 3.552 0.341 0.025 -0.007 -0.100
H -4.899 5.289 0.451 0.013 -0.022 0.024
H -4.384 6.861 -0.189 0.044 0.016 -0.010
H -2.434 5.948 0.938 -0.080 -0.044 -0.055
H -2.128 5.725 -0.796 -0.001 0.026 -0.038
Br -0.157 -0.442 5.721 -0.028 -0.052 -0.050
C -0.715 -0.493 3.859 0.211 0.108 0.071
C -2.089 0.090 3.674 -0.034 -0.101 -0.127
Br -3.470 -1.151 4.266 -0.046 0.187 0.106
H -0.648 -1.529 3.540 -0.039 -0.013 0.022
H 0.023 0.100 3.322 -0.032 0.013 -0.023
H -2.295 0.268 2.621 0.049 -0.018 -0.018
H -2.229 1.010 4.232 0.004 0.002 0.027
Br 6.863 12.832 -0.738 0.025 -0.007 0.049
C 8.416 11.668 -0.626 -0.127 0.101 -0.156
C 8.021 10.249 -0.316 0.167 -0.115 0.208
Br 7.535 10.021 1.553 -0.083 0.001 -0.072
H 9.074 12.090 0.127 0.013 -0.027 0.026
H 8.894 11.725 -1.601 0.006 -0.037 -0.004
H 8.858 9.574 -0.480 0.016 0.021 -0.023
H 7.172 9.922 -0.906 -0.007 0.030 -0.044
Br 3.080 0.119 1.915 -0.060 -0.007 -0.025
C 3.293 2.038 1.639 0.147 -0.191 0.034
C 2.930 2.809 2.877 -0.112 0.094 0.039
Br 1.003 2.889 3.132 -0.015 0.025 0.000
H 2.679 2.299 0.787 -0.078 0.054 -0.078
H 4.342 2.184 1.391 0.005 0.019 0.033
H 3.256 3.845 2.804 0.003 -0.003 -0.087
H 3.344 2.360 3.774 0.012 -0.005 0.014
Br -8.975 7.059 -10.175 0.005 0.034 0.054
C -7.990 6.137 -8.770 -0.051 0.009 -0.241
C -8.782 5.002 -8.182 -0.016 0.009 0.217
Br -10.174 5.639 -6.983 -0.022 -0.012 -0.062
H -7.724 6.886 -8.032 0.002 -0.016 0.041
H -7.088 5.764 -9.247 0.003 -0.049 0.028
H -8.140 4.371 -7.571 0.039 0.016 -0.016
H -9.271 4.399 -8.939 0.016 0.005 -0.035
```
Positions in Å, forces in eV/Å.

The value obtained for the gap between HOMO and LUMO is 8.44 eV. The calculation puts the HOMO energy at -8.8 eV.